[1]
DFT (ωB97M-V/def2-TZVPD) results for a molecular structure, C23H44AlNP3S in a non-equilibrium geometry.

Structure (XYZ):
```
73
Properties=species:S:1:pos:R:3:forces:R:3
Al 0.3371 -0.1071 0.6714 -0.8 -2.9 -1.4
P -0.6557 1.7830 1.4467 -0.9 2.4 1.7
P -2.2615 -0.9654 -0.0430 -1.1 -0.2 0.0
P 2.5655 0.9434 0.1211 1.7 1.0 -0.2
H 1.6714 -1.8377 -4.7728 0.5 -0.3 0.3
C 2.4598 -1.7582 -4.0166 0.6 -2.0 1.3
C 2.4665 -2.5015 -2.8557 1.2 -0.4 -2.8
H 1.8634 -3.4290 -2.7509 0.2 1.0 0.0
C -0.9829 3.2330 0.3863 0.2 0.0 -0.7
C -2.1851 1.7515 2.4345 -0.4 -0.5 0.0
C 0.4609 2.3850 2.7542 0.3 0.2 0.1
C -2.7511 -2.3996 -1.1197 0.6 -0.2 -0.1
C -3.5614 -1.1301 1.2418 0.0 0.1 0.5
C -3.0125 0.3845 -1.0217 0.4 0.1 0.0
C 3.8529 0.3247 -1.0685 -0.5 -0.6 0.0
C 3.5802 1.1012 1.6264 0.0 -0.2 0.6
C 2.3769 2.7092 -0.4157 -0.6 -0.4 0.0
H 3.3787 -1.2642 -4.3131 -0.3 0.7 0.2
H 3.2887 -2.4082 -2.1259 -0.3 -0.1 -0.5
H -1.3260 4.0578 1.0340 0.2 -0.4 -0.1
H -1.7767 3.0051 -0.3419 0.3 0.1 0.3
H -0.0893 3.5618 -0.1610 -0.4 -0.1 0.2
H -2.2738 2.7511 2.8881 0.1 -0.3 -0.2
H -2.1086 1.0085 3.2397 -0.1 0.2 -0.3
H -3.0760 1.5631 1.8231 0.3 0.0 0.2
H -0.1021 3.1380 3.3248 0.3 -0.1 -0.1
H 1.3675 2.8487 2.3473 -0.3 -0.1 0.2
H 0.7317 1.5627 3.4327 -0.1 0.2 -0.2
H -3.6102 -2.9287 -0.6919 0.2 0.2 0.1
H -1.9232 -3.1095 -1.2343 -0.3 0.0 0.0
H -3.0290 -2.0461 -2.1232 0.1 0.0 0.5
H -4.4973 -0.6879 0.8728 0.2 -0.2 0.1
H -3.2674 -0.6007 2.1541 -0.2 -0.2 -0.1
H -3.7404 -2.1847 1.4893 0.1 0.3 0.0
H -3.9254 -0.0007 -1.4802 0.0 0.1 0.1
H -2.3311 0.7178 -1.8042 0.0 0.1 -0.1
H -3.2658 1.2153 -0.3636 -0.1 0.1 -0.1
H 4.6017 1.1073 -1.2657 -0.4 -0.1 0.3
H 3.4124 0.0031 -2.0213 0.1 0.1 0.2
H 4.3678 -0.5331 -0.6096 -0.2 0.2 -0.2
H 4.3819 1.8445 1.4980 -0.3 -0.2 -0.2
H 4.0415 0.1308 1.8573 -0.1 0.3 -0.1
H 2.9753 1.3910 2.4937 0.2 -0.1 -0.2
H 3.3350 3.1136 -0.7542 0.0 -0.3 0.1
H 2.0138 3.3314 0.4040 0.1 -0.1 -0.1
H 1.6650 2.7757 -1.2436 0.1 0.0 0.0
C -0.2946 -1.0000 -3.2859 -0.2 0.1 -0.2
C 0.0097 0.2768 -3.8025 -0.2 0.0 0.5
C -0.8953 0.8320 -4.7160 0.0 0.0 0.3
C -2.0328 0.1033 -5.0650 -0.8 0.7 -0.3
C -2.2508 -1.1867 -4.6242 -0.1 -0.7 -0.7
C -1.2964 -1.7961 -3.8315 -0.1 0.0 1.3
S 0.4459 -1.6057 -1.7554 -0.2 3.0 0.4
H 1.0094 -0.3288 -1.6823 0.2 -1.4 0.2
H 0.8944 0.8521 -3.4580 -0.7 -0.4 -0.2
H -0.8043 1.8719 -5.0552 0.2 -0.6 0.0
H -2.8372 0.5663 -5.6486 0.6 0.0 0.1
H -3.1636 -1.7341 -4.9023 0.6 0.3 0.0
H -1.4201 -2.8037 -3.4207 -0.1 0.3 -0.5
N 0.6369 -2.0254 1.4449 0.1 0.1 -1.1
C 0.6051 -1.7940 2.8905 0.1 0.8 -0.3
C 1.7639 -1.2897 3.4824 -0.7 0.4 -0.1
C 1.6206 -0.5262 4.6402 0.9 -0.6 0.0
C 0.3796 -0.3869 5.2242 -0.8 0.5 1.0
C -0.7702 -0.9019 4.6304 0.0 -0.7 0.0
C -0.6482 -1.6657 3.4608 -0.7 0.5 0.2
H 1.5142 -2.4331 1.1048 -0.1 -0.1 0.3
H -0.1194 -2.6331 1.0817 0.4 0.3 0.5
H 2.7137 -1.4580 3.0005 0.2 0.1 0.0
H 2.4991 -0.0560 5.0888 -0.3 -0.3 0.0
H 0.2835 0.1147 6.2007 0.1 -0.1 -0.7
H -1.7547 -0.7350 5.0819 0.5 -0.2 -0.1
H -1.5316 -2.1077 2.9727 0.5 0.3 0.3
```
Positions in Å, forces in eV/Å.

Total charge: +3
Multiplicity: 1
Frontier orbital gap, eV: 6.1155
Lowest unoccupied orbital energy, eV: -9.7214
HOMO energy, eV: -15.8

Results of the Mulliken charge analysis, in e, for atoms 1 through 8:
1 Al 0.076
2 P 1.240
3 P 1.177
4 P 1.128
5 H 0.325
6 C -0.638
7 C -0.723
8 H 0.470


[2]
DFT (ωB97M-V/def2-TZVPD) results for a molecular structure, C24H20F4HoN5OS2.

Structure (XYZ):
```
57
Properties=species:S:1:pos:R:3:forces:R:3
Ho 0.3229 1.1210 -0.1984 0.2 -0.1 -0.2
C 1.4413 -0.9725 -4.0348 0.1 0.0 -0.1
N 0.1889 0.7784 -2.3648 -0.3 -0.3 0.1
C -0.3813 -1.8085 -2.0458 -0.1 -0.1 0.0
C -0.9290 1.2394 -3.1683 0.0 0.0 -0.1
C -2.0074 1.8871 -2.2744 0.0 0.0 0.0
N -1.3613 2.3878 -1.0657 -0.2 0.2 0.0
C -2.0441 3.0215 -0.0912 0.1 -0.1 -0.2
C -1.2874 3.5089 0.9971 0.0 0.1 0.1
F 0.0899 3.3550 0.8984 0.0 0.0 0.0
C -1.8087 4.0859 2.1251 0.0 0.0 0.0
F -0.9726 4.4834 3.0950 0.0 0.0 0.0
C -3.1756 4.2580 2.2607 0.1 0.0 0.0
C -3.9532 3.8215 1.2029 0.0 0.0 -0.1
F -5.2846 3.9612 1.2707 0.0 0.0 0.0
C -3.4298 3.2273 0.0688 0.0 0.0 0.1
F -4.2904 2.8214 -0.8889 0.0 0.0 0.0
H 0.8188 -1.7629 -4.4524 0.0 0.0 0.0
H 2.4875 -1.2514 -4.1285 0.0 0.0 0.0
H 1.2447 -0.0337 -4.5448 0.0 0.0 0.0
H -0.3310 -2.7036 -2.6630 0.0 0.0 0.0
H -1.2805 -1.2383 -2.2765 0.0 0.0 0.0
H -0.3583 -2.0978 -0.9942 0.0 0.0 0.0
H -1.3939 0.4235 -3.7429 0.0 0.0 0.0
H -0.5918 1.9671 -3.9176 0.0 0.0 0.1
H -2.7840 1.1426 -2.0349 0.0 0.0 0.0
H -2.5151 2.6800 -2.8324 0.0 0.0 0.1
H -3.6075 4.7201 3.1343 0.0 0.0 0.0
O -1.7492 0.0759 0.7116 0.3 -0.1 -0.1
C -2.0720 -0.1092 2.0886 -0.1 0.0 -0.1
C -0.9333 0.3797 2.9413 0.0 0.0 0.0
C -0.9627 0.1973 4.3176 0.0 0.0 -0.1
C 0.1027 0.6525 5.0687 0.1 0.0 0.0
C 1.1698 1.2711 4.4299 0.0 0.0 0.0
C 1.1131 1.4108 3.0600 -0.1 0.0 0.1
N 0.0790 0.9796 2.3277 0.1 0.1 0.1
H -2.5313 -0.0574 0.1643 0.0 0.1 0.0
H -2.2547 -1.1672 2.2916 0.0 0.0 0.0
H -2.9761 0.4586 2.3278 0.0 0.0 0.0
H -1.8041 -0.3003 4.7816 0.0 0.0 0.0
H 0.1077 0.5207 6.1424 0.0 0.0 0.0
H 2.0286 1.6301 4.9772 0.0 0.0 0.0
H 1.9298 1.8755 2.5194 0.0 0.0 0.0
S 1.9055 -0.9129 0.7008 0.0 -0.3 0.1
C 2.5166 -2.2188 -0.3752 0.0 0.2 0.0
C 3.3844 -3.1325 0.2212 0.0 0.0 0.0
C 3.8987 -4.1998 -0.5004 0.1 -0.1 0.1
C 4.7991 -5.1177 0.1489 -0.1 0.0 -0.1
N 5.5074 -5.8487 0.6819 0.0 0.0 0.0
C 3.5381 -4.3717 -1.8404 0.1 -0.1 -0.1
C 2.6657 -3.4565 -2.4247 0.0 0.1 0.0
C 2.1526 -2.3763 -1.7208 0.0 0.1 0.0
S 1.0583 -0.7476 -2.2965 -0.2 0.2 0.1
C 4.0441 -5.4720 -2.6179 -0.1 0.1 0.1
N 4.4196 -6.3504 -3.2571 0.0 0.0 0.0
H 3.6658 -3.0147 1.2596 0.0 0.0 0.0
H 2.3899 -3.6203 -3.4622 0.0 0.0 0.0
```
Positions in Å, forces in eV/Å.

Total charge: 0
Multiplicity: 5
Frontier orbital gap (spin up / spin down), eV: 7.0762 / 7.1165
Lowest unoccupied orbital energy (spin up / spin down), eV: -0.2971 / -0.2721
HOMO energy (spin up / spin down), eV: -7.4 / -7.4

Results of the natural (NBO) charge analysis, in e, for atoms 1 through 8:
1 Ho 1.829
2 C -0.781
3 N -1.131
4 C -0.789
5 C -0.239
6 C -0.216
7 N -0.776
8 C 0.113


[3]
DFT (ωB97M-V/def2-TZVPD) results for 12 unconnected molecules or ions with the total composition C48H68F4O8 in a non-equilibrium geometry.

Structure (XYZ):
```
128
Properties=species:S:1:pos:R:3:forces:R:3
F -1.3270 -7.9348 4.7383 -0.7 0.1 -0.4
C -2.1898 -7.5171 3.7596 0.5 0.1 -0.2
C -1.7282 -6.5138 2.9122 0.4 0.3 1.1
C -2.5332 -6.0380 1.9136 -0.4 -0.3 0.4
C -3.7618 -6.6571 1.7259 -0.5 0.3 -1.0
C -4.2585 -7.6498 2.5486 1.2 0.1 0.9
C -3.4429 -8.0756 3.6287 -0.2 -0.1 -0.6
H -0.8028 -6.0198 3.1688 0.2 -0.1 -0.1
H -2.2792 -5.1459 1.3605 0.2 -0.2 -0.3
H -4.3071 -6.3321 0.8522 -0.5 0.0 0.1
H -5.2463 -8.0589 2.3955 0.1 -0.1 0.0
H -3.7356 -8.8662 4.3037 -0.1 0.0 0.1
F 1.9686 -1.0767 -6.2389 -0.7 0.3 0.3
C 1.6122 -0.0247 -7.0338 -1.4 -1.1 1.0
C 0.2823 0.4053 -7.1487 0.9 0.2 -0.9
C 0.0382 1.3583 -8.1702 0.1 -1.1 1.7
C 1.0737 1.7624 -8.9746 0.3 1.0 -0.3
C 2.4026 1.3956 -8.7450 -1.6 0.5 -0.1
C 2.6405 0.4918 -7.7269 2.0 1.0 -1.9
H -0.5104 -0.0120 -6.5454 0.1 0.0 0.1
H -0.9409 1.8101 -8.2301 -0.1 -0.2 -0.3
H 0.8384 2.4955 -9.7320 0.1 0.1 -0.2
H 3.1439 1.8887 -9.3563 0.4 -0.4 0.1
H 3.6656 0.1680 -7.6230 -0.1 -0.3 0.5
F -1.5337 3.0071 0.1443 0.7 -1.4 -0.1
C -0.8337 1.8255 0.0087 2.4 -0.1 0.5
C -1.1824 0.8691 -0.9099 -0.1 -0.2 0.2
C -0.3822 -0.2978 -1.0877 -0.9 1.0 -0.3
C 0.8002 -0.5019 -0.4037 -0.7 0.7 1.6
C 1.1427 0.4139 0.6299 -1.3 1.2 -2.1
C 0.3847 1.6345 0.7115 0.2 -1.1 0.6
H -2.0936 1.1390 -1.4230 -0.1 -0.7 -0.5
H -0.7217 -1.0594 -1.7741 0.0 0.1 -0.2
H 1.3410 -1.4257 -0.5470 0.2 0.0 0.0
H 2.0506 0.2407 1.1886 -0.1 0.3 0.2
H 0.7493 2.3948 1.3863 -0.2 0.1 0.1
F 0.6885 1.1002 9.5712 -0.6 1.1 -1.3
C 0.2554 1.9064 8.5285 0.0 0.3 -1.6
C -0.5442 1.3710 7.4851 0.4 1.4 1.7
C -1.0136 2.2455 6.4761 0.3 0.5 0.5
C -0.6448 3.6020 6.4272 1.8 0.5 2.1
C 0.2556 4.1165 7.4490 -1.2 -1.9 -1.0
C 0.6727 3.2625 8.4460 -0.3 -1.5 1.4
H -0.9494 0.3847 7.6564 0.1 -0.2 -0.5
H -1.7387 1.8295 5.7923 0.0 0.1 -0.3
H -0.9560 4.3957 5.7642 -0.5 -0.7 -0.6
H 0.6338 5.1262 7.5110 -0.3 0.2 -0.4
H 1.2033 3.6329 9.3107 0.4 0.1 -0.1
C 4.3972 7.6589 3.7775 -0.3 1.0 1.3
C 4.9647 8.1230 5.1702 0.1 1.5 -1.3
C 5.7411 9.5229 5.0901 0.2 -2.6 0.6
O 4.8498 7.5430 6.2092 -0.2 -0.3 0.0
H 5.1121 7.1627 3.1211 0.0 -0.1 0.3
H 4.0990 8.6033 3.3222 0.1 0.0 -0.4
H 3.4653 7.1094 3.9105 0.3 -0.5 0.1
H 6.5942 9.2567 5.7142 0.4 0.3 -0.1
H 5.2945 10.3731 5.6058 -0.4 -0.1 -0.5
H 6.0709 9.6303 4.0568 -0.1 0.7 0.2
C 6.6153 -1.4445 -1.3965 0.7 -0.9 0.1
C 7.3759 -2.3240 -2.4182 1.9 1.9 0.6
C 6.5189 -3.1555 -3.3005 -0.1 -0.6 0.0
O 8.5957 -2.1892 -2.6101 -2.6 -0.6 0.5
H 6.0531 -2.0115 -0.6545 -0.2 -0.5 -0.3
H 5.8781 -0.8921 -1.9792 0.2 0.4 0.2
H 7.2958 -0.8716 -0.7667 0.0 0.4 -0.6
H 5.4543 -2.9455 -3.1976 0.1 0.4 -0.2
H 6.6018 -4.1977 -2.9924 0.3 -0.2 -0.2
H 6.9083 -3.0047 -4.3073 -0.3 -0.3 -0.1
C -0.7008 9.2581 -0.6655 0.3 -0.4 1.0
C -0.9587 9.7307 -2.0577 -0.5 0.7 -0.2
C -2.4513 10.0731 -2.3054 1.2 0.3 -0.3
O -0.0687 9.9018 -2.8648 -0.8 -0.2 0.4
H -1.4347 9.5786 0.0740 -0.2 0.3 -0.3
H 0.2723 9.5689 -0.2854 0.1 -0.2 -0.3
H -0.7812 8.1717 -0.6281 0.3 -0.2 -0.2
H -2.4631 10.9103 -3.0032 -0.2 -0.1 -0.1
H -2.8778 10.3820 -1.3510 -0.2 -0.1 -0.2
H -2.9943 9.2349 -2.7419 0.0 0.0 0.1
C 6.6770 -2.1757 6.3627 1.4 -0.9 0.5
C 5.6777 -1.2658 5.7792 -2.3 1.1 -1.6
C 4.1900 -1.3905 6.2737 1.4 0.6 -0.5
O 5.8901 -0.4214 4.9091 0.4 -1.4 1.4
H 6.3122 -2.8022 7.1767 -0.2 0.4 0.1
H 7.5658 -1.6423 6.6999 -0.1 0.3 0.1
H 7.0973 -2.8995 5.6644 -0.3 0.2 -0.6
H 3.8410 -0.3707 6.1120 -0.3 0.0 0.6
H 4.1520 -1.7578 7.2993 -0.3 0.2 -0.1
H 3.5651 -1.9972 5.6183 0.3 -0.4 0.0
C 3.5690 -7.6069 0.7029 1.1 1.3 1.4
C 3.9014 -7.4420 2.2343 0.0 0.2 0.9
C 3.9137 -8.7905 3.0282 0.2 1.2 -0.6
O 4.0751 -6.3562 2.7967 -0.4 -2.2 -1.6
H 3.9080 -8.5589 0.2945 -0.3 0.0 0.1
H 4.1411 -6.7922 0.2589 -0.1 0.0 -0.4
H 2.5136 -7.3922 0.5352 0.0 -0.3 0.0
H 3.4242 -8.6084 3.9849 -0.4 -0.3 -0.2
H 4.9134 -9.1345 3.2936 0.2 0.3 -0.3
H 3.4749 -9.5451 2.3753 -0.3 -0.1 0.5
C -9.5192 3.8383 -0.3674 0.1 -0.8 0.2
C -9.1100 2.4684 0.2284 1.6 0.6 0.2
C -7.6220 2.0295 0.2133 -1.1 1.3 -0.8
O -9.9076 1.6546 0.5758 -1.4 -0.4 0.3
H -9.0409 3.8219 -1.3467 -0.5 0.2 -0.3
H -9.2009 4.7758 0.0886 0.4 -0.4 0.5
H -10.6087 3.8604 -0.3911 0.1 -0.1 -0.4
H -7.6152 0.9409 0.1577 0.3 0.2 0.2
H -7.0624 2.4806 1.0328 0.0 -0.3 0.1
H -7.2579 2.4983 -0.7008 0.6 -0.4 -0.1
C -0.6614 -5.5250 -4.3158 -0.6 -0.6 -0.7
C -1.8077 -5.1124 -5.2404 -1.9 0.2 1.3
C -1.7087 -5.2430 -6.7535 0.2 0.4 0.7
O -2.8445 -4.6951 -4.6955 1.9 -0.7 -1.4
H -0.4018 -6.5680 -4.4972 -0.2 -0.3 -0.2
H -1.1058 -5.4777 -3.3217 0.6 0.4 0.1
H 0.2865 -5.0186 -4.4977 -0.2 0.5 0.3
H -0.6735 -5.0069 -6.9997 -0.1 0.1 -0.5
H -2.4373 -4.5528 -7.1787 0.3 0.1 -0.1
H -1.9325 -6.2300 -7.1585 0.0 -0.2 0.4
C -8.5596 -0.8209 -6.3994 0.4 -1.6 -0.3
C -7.6500 0.1276 -5.7012 1.3 1.1 -0.1
C -6.0943 -0.1913 -5.4725 -3.0 -0.2 -0.2
O -8.0641 1.2020 -5.3430 0.0 0.2 0.3
H -8.0845 -1.8017 -6.3811 -0.2 -0.3 0.1
H -8.6395 -0.6105 -7.4659 0.0 0.5 0.0
H -9.5618 -0.9109 -5.9803 0.2 0.4 0.1
H -5.7966 -1.0047 -6.1341 0.4 0.3 0.0
H -6.1367 -0.5781 -4.4543 0.6 0.1 0.1
H -5.5983 0.7762 -5.5497 0.3 -0.4 0.0
```
Positions in Å, forces in eV/Å.

Total charge: 0
Multiplicity: 1
Frontier orbital gap, eV: 9.1237
Lowest unoccupied orbital energy, eV: -0.0393
HOMO energy, eV: -9.2
SMILES: Fc1ccccc1.Fc1ccccc1.Fc1ccccc1.Fc1ccccc1.CC(C)=O.CC(C)=O.CC(C)=O.CC(C)=O.CC(C)=O.CC(C)=O.CC(C)=O.CC(C)=O

Results of the Mulliken charge analysis, in e, for atoms 1 through 8:
1 F -0.305
2 C 0.217
3 C -0.282
4 C -0.510
5 C -0.292
6 C -0.513
7 C -0.287
8 H 0.435


[4]
DFT (ωB97M-V/def2-TZVPD) results for 3 unconnected molecules or ions with the total composition C4H7NO2 in a non-equilibrium geometry.

Structure (XYZ):
```
14
Properties=species:S:1:pos:R:3:forces:R:3
C -2.5172 -0.2364 -0.2846 -0.1 0.0 0.0
C -1.5083 0.7827 -0.5572 0.6 0.7 -0.2
N -0.7276 1.6037 -0.7888 -0.8 -0.8 0.2
H -2.3141 -0.6993 0.6824 0.0 0.1 -0.1
H -3.5073 0.2250 -0.2843 0.1 -0.1 0.0
H -2.4766 -1.0078 -1.0574 0.0 0.1 0.1
C 1.1758 -1.2417 1.1052 -0.3 0.0 0.1
O -0.0302 -1.1871 1.1293 0.5 -0.1 0.0
H 1.8073 -0.7053 1.8359 -0.1 -0.1 0.0
H 1.7211 -1.8197 0.3365 -0.1 0.0 0.1
C 2.1940 1.0161 -0.5457 0.3 -0.1 0.1
O 3.1922 0.4561 -0.1578 -0.4 0.2 -0.2
H 1.4181 1.3958 0.1416 0.2 0.0 0.0
H 1.9760 1.1569 -1.6212 0.1 0.0 0.1
```
Positions in Å, forces in eV/Å.

Total charge: 0
Multiplicity: 1
Frontier orbital gap, eV: 10.7496
Lowest unoccupied orbital energy, eV: 0.6991
HOMO energy, eV: -10.1
SMILES: CC#N.C=O.C=O

Results of the natural (NBO) charge analysis, in e, for atoms 1 through 8:
1 C -0.727
2 C 0.332
3 N -0.389
4 H 0.278
5 H 0.250
6 H 0.255
7 C 0.288
8 O -0.540


[5]
DFT (ωB97M-V/def2-TZVPD) results for 3 unconnected molecules or ions with the total composition C4H4N2 in a non-equilibrium geometry.

Structure (XYZ):
```
10
Properties=species:S:1:pos:R:3:forces:R:3
C -1.7618 0.6057 0.0570 -0.2 0.6 0.0
C -1.0384 1.5640 0.0498 -0.6 -0.2 0.0
H -2.5076 -0.1547 0.0687 0.1 0.2 0.0
H -0.3883 2.4080 0.0440 -0.1 -0.2 0.0
C 2.2546 0.3731 -0.0503 -0.3 1.0 0.0
N 1.6279 1.3397 -0.0261 1.2 -0.7 0.0
H 2.8012 -0.5436 -0.0717 0.0 0.2 0.0
C -0.3600 -1.8647 -0.0232 0.8 -0.1 0.0
N 0.7841 -1.7656 -0.0413 -0.9 -0.6 0.0
H -1.4209 -1.9507 -0.0052 0.1 -0.2 0.0
```
Positions in Å, forces in eV/Å.

Total charge: 0
Multiplicity: 1
Frontier orbital gap, eV: 11.2654
Lowest unoccupied orbital energy, eV: 0.9260
HOMO energy, eV: -10.3
SMILES: C#C.C#N.C#N

Results of the natural (NBO) charge analysis, in e, for atoms 1 through 8:
1 C -0.315
2 C -0.163
3 H 0.218
4 H 0.258
5 C 0.120
6 N -0.371
7 H 0.250
8 C 0.128


[6]
DFT (ωB97M-V/def2-TZVPD) results for 2 unconnected molecules or ions with the total composition C3H4OSi.

Structure (XYZ):
```
9
Properties=species:S:1:pos:R:3:forces:R:3
C 1.0396 -0.1630 -1.2445 0.0 0.2 0.3
C 0.7719 0.2048 -0.1319 -0.1 0.1 0.5
C -2.6460 -1.4855 -1.7513 0.3 0.0 -0.1
O -1.6643 -1.4204 -2.3005 -0.3 0.0 0.1
Si 0.3771 0.7387 1.5926 0.2 -0.3 -0.6
H 1.2659 -0.4556 -2.2311 0.1 -0.2 -0.4
H -0.9443 1.3638 1.5970 -0.2 0.1 0.1
H 0.3881 -0.4585 2.4371 0.0 -0.1 0.2
H 1.4121 1.6758 2.0326 0.1 0.2 0.1
```
Positions in Å, forces in eV/Å.

Total charge: 0
Multiplicity: 1
Frontier orbital gap, eV: 11.5272
Lowest unoccupied orbital energy, eV: 0.9910
HOMO energy, eV: -10.5

Results of the natural (NBO) charge analysis, in e, for atoms 1 through 8:
1 C -0.176
2 C -0.467
3 C 0.503
4 O -0.503
5 Si 0.859
6 H 0.232
7 H -0.150
8 H -0.150


Relative energy (zero: lowest compared OMol25 entry of this formula, charge and spin) / kJ/mol: 0.0, 434.3, 311.0, 264.7, 376.5, 50.1